(1)
This record from the OMol25 dataset describes 2 unconnected molecules or ions with the total composition C24H46N4O11P2 at a distorted geometry. The level of theory is ωB97M-V with the def2-TZVPD basis set.

Calculated values
charge = 0
ΔE to the lowest compared entry with this formula, charge and spin = 20.3 kcal per mole
calculated total energy = -72687.9654 eV
HOMO level = -6.689 eV
orbital gap = 6.0 eV
LUMO = -0.024 hartree

Last column: Löwdin charge in e.
Cartesian coordinates (Å):
C: -1.98030 -1.67400 4.76247  -0.0588
C: -1.51540 -2.19205 3.38244  -0.2304
N: -0.37210 -1.45005 2.88334  0.0296
C: -0.31161 -1.25888 1.43643  -0.4445
N: -0.67341 -2.46997 0.71285  0.1626
C: 0.15781 -3.44245 0.65893  -0.3535
C: 1.25524 -3.81193 1.62894  0.0072
C: 0.08441 -4.33045 -0.52659  -0.0174
C: -1.36733 -0.21235 1.08038  -0.0091
C: -1.29521 0.35603 -0.36241  -0.4455
O: -2.54578 -0.01682 -0.90928  -0.0079
C: -1.10560 1.88003 -0.28432  -0.1441
C: -2.39789 2.70874 -0.24079  -0.1337
C: -2.00764 4.18917 -0.15355  -0.0866
C: -1.58468 4.75888 -1.48036  -0.4527
O: -2.31290 5.51979 -2.09768  0.1310
O: -0.37979 4.36447 -2.00741  -0.0536
C: 0.60979 5.39339 -2.03435  -0.2229
C: 1.16802 5.73063 -0.66723  -0.0531
C: -0.22304 -0.36474 -1.24798  -0.3311
P: 0.02118 0.45929 -2.92765  1.0210
C: -1.60820 0.45985 -3.80026  -0.3712
C: -2.30742 -0.92338 -3.80368  -0.1344
C: 0.98770 -0.70665 -4.02071  -0.3888
C: 2.08564 0.09892 -4.74936  -0.1744
C: 1.10102 -0.73655 -0.55741  -0.3021
P: 2.67689 0.01606 -1.23905  0.8905
O: 2.56839 1.64494 -1.28225  -0.2686
O: 3.79861 -0.42031 -0.12923  -0.2469
N: 0.99336 -0.71629 0.98644  0.0390
C: 1.46081 0.58873 1.52273  -0.0043
C: 1.03809 1.06515 2.89828  -0.4210
O: 0.31737 2.01455 3.10917  0.1553
O: 1.64366 0.35976 3.88756  0.0738
C: 1.61366 1.00634 5.14765  -0.4155
C: 0.61837 0.50131 6.13469  0.0279
O: 2.40440 1.90315 5.39872  0.1565
H: -3.06123 -1.68071 4.82185  0.0722
H: -1.56447 -0.68581 4.90032  0.0413
H: -1.62747 -2.33795 5.54252  0.0690
H: -1.22356 -3.23061 3.53754  0.1069
H: -2.36900 -2.21990 2.72355  0.1122
H: 0.50305 -1.71114 3.30614  0.1109
H: 1.85067 -2.99323 2.02848  0.0652
H: 0.79056 -4.35623 2.44534  0.1011
H: 1.94380 -4.50523 1.16461  0.0963
H: 0.76034 -3.96711 -1.29753  0.0948
H: 0.31311 -5.35877 -0.27186  0.0759
H: -0.91811 -4.27199 -0.93696  0.1023
H: -1.37544 0.57237 1.82607  0.1202
H: -2.32132 -0.70438 1.18215  0.1282
H: -2.81396 0.60733 -1.58621  0.0606
H: -0.50104 2.27980 -1.09515  0.0641
H: -0.59322 2.14557 0.63445  0.0938
H: -2.95233 2.54553 -1.16017  0.1161
H: -3.01835 2.43529 0.60306  0.1269
H: -1.24955 4.33001 0.61173  0.1192
H: -2.87089 4.75721 0.16292  0.1247
H: 0.24617 6.26602 -2.56857  0.1222
H: 1.42317 4.99541 -2.62862  0.1207
H: 1.85131 6.56488 -0.76599  0.0823
H: 0.37893 5.95893 0.03925  0.0728
H: 1.77086 4.90512 -0.30424  0.0718
H: -0.71028 -1.30896 -1.47324  0.1055
H: -1.40047 0.68991 -4.83735  0.0772
H: -2.27241 1.21998 -3.40167  0.0585
H: -3.09391 -0.99701 -3.06517  0.0602
H: -1.60605 -1.72624 -3.60817  0.0618
H: -2.74988 -1.14387 -4.76891  0.0728
H: 1.48338 -1.40799 -3.36397  0.0416
H: 0.33330 -1.20902 -4.71924  0.0731
H: 2.07408 1.13815 -4.44883  0.0377
H: 3.06581 -0.32392 -4.57904  0.0572
H: 1.91775 0.04435 -5.81959  0.0648
H: 1.28079 -1.77880 -0.78838  0.0974
H: 1.66192 1.96640 -1.20601  0.0126
H: 4.47359 -0.90591 -0.60572  0.0572
H: 1.70422 -1.39520 1.26155  0.1385
H: 1.28085 1.41173 0.85373  0.1138
H: 2.54326 0.52322 1.60257  0.1389
H: 0.57904 -0.58195 6.17401  0.0895
H: 0.86883 0.88160 7.11177  0.0952
H: -0.37394 0.86423 5.88563  0.0928
N: 0.73940 -6.66072 -2.56665  -0.6524
O: 1.23819 -5.79211 -3.32123  -0.1034
O: -0.37447 -7.14784 -2.82074  -0.0688
O: 1.34890 -6.99278 -1.51954  -0.1156

(2)
This record from the OMol25 dataset describes a molecular structure, C24H46NO6SSi4Ti. The level of theory is ωB97M-V with the def2-TZVPD basis set.

Calculated values
charge = -2
ΔE to the lowest compared entry with this formula, charge and spin = 0.0 kcal per mole
calculated total energy = -104878.4469 eV
2S+1 = 2
HOMO level (alpha / beta) = -0.559 / -1.591 eV
orbital gap (alpha / beta) = 5.2 / 6.2 eV
LUMO (alpha / beta) = 0.171 / 0.171 hartree

Last column: Löwdin charge in e.
Cartesian coordinates (Å):
Ti: 0.01626 -0.31641 0.60815  0.8189
O: -2.18447 -2.19818 1.75003  -0.0490
C: -0.79017 -1.97506 1.51165  -0.5561
O: -0.44443 -2.06426 0.17304  -0.2313
C: -0.02191 -2.90098 2.41657  -0.1514
O: 1.06827 -2.28307 3.10344  -0.1509
C: 0.68632 -1.29166 4.01829  -0.1318
C: 0.68713 0.17774 3.55636  -0.6098
O: 0.61528 1.01190 4.45271  0.0154
O: 0.75969 0.45204 2.30206  -0.1619
H: -2.64920 -1.54654 1.20785  0.0323
H: 0.43764 -3.70920 1.84238  0.1191
H: -0.70652 -3.33416 3.15840  0.1190
H: -0.31040 -1.48784 4.43779  0.1295
H: 1.39830 -1.32036 4.84718  0.1209
C: 3.24531 -3.12772 1.03866  -0.1652
O: 2.59205 -2.02965 0.47617  -0.2864
Si: 3.29515 -0.57646 0.05390  0.2784
C: 4.84468 -1.08261 -0.93350  -0.1672
C: 3.97427 0.20250 1.63422  -0.1357
C: 1.99136 0.35377 -0.79725  -0.4765
Si: 1.61536 -0.30007 -2.48190  0.3744
C: 1.41332 -2.17979 -2.51415  -0.1789
C: 0.03903 0.41131 -3.25770  -0.1776
C: 2.98999 -0.00322 -3.77548  -0.1878
Si: 2.37845 2.16815 -0.80640  0.3590
C: 4.22588 2.47419 -1.22598  -0.1994
C: 2.12512 3.11523 0.80997  -0.2009
C: 1.52970 3.15517 -2.18358  -0.2069
H: 4.23499 -3.29295 0.59239  0.0678
H: 2.64134 -4.02222 0.86007  0.0794
H: 3.35551 -3.01257 2.12220  0.0760
H: 5.59307 -1.53093 -0.27053  0.0178
H: 5.30316 -0.21215 -1.40832  0.0117
H: 4.60955 -1.80944 -1.71468  0.0168
H: 4.31471 -0.59656 2.30169  0.0297
H: 3.20545 0.76714 2.15938  0.0152
H: 4.82488 0.86311 1.44268  0.0198
H: 0.67787 -2.52493 -1.78547  0.0118
H: 2.35207 -2.68516 -2.26940  0.0174
H: 1.09789 -2.49734 -3.51475  0.0206
H: 0.27125 1.19257 -3.98626  0.0178
H: -0.51644 -0.37569 -3.77671  0.0191
H: -0.62483 0.84667 -2.50852  -0.0064
H: 3.93824 -0.44848 -3.47075  0.0031
H: 3.16454 1.06061 -3.95832  0.0050
H: 2.68630 -0.45928 -4.72508  0.0182
H: 4.89482 2.06521 -0.46333  0.0017
H: 4.41912 3.55118 -1.28759  0.0165
H: 4.49804 2.02437 -2.18491  0.0088
H: 3.05301 3.61160 1.11299  0.0213
H: 1.78351 2.47274 1.62110  0.0011
H: 1.35057 3.87454 0.67611  0.0099
H: 1.83385 2.83084 -3.18184  0.0078
H: 1.82820 4.20336 -2.06810  0.0226
H: 0.44389 3.09338 -2.11702  -0.0145
S: -1.03801 2.09524 0.06267  0.6313
C: -1.70248 0.54530 0.23117  -0.8108
C: -5.26907 -0.13225 2.25852  -0.1648
Si: -3.89094 1.03872 1.71590  0.4515
C: -4.59725 2.75811 1.41627  -0.1750
C: -2.64205 1.06022 3.09022  -0.1536
N: -3.13023 0.33865 0.29212  -0.1932
C: -3.77111 -0.13186 -0.85217  -0.2534
C: -5.10824 0.18675 -1.13070  -0.0533
C: -5.74822 -0.31370 -2.25471  -0.1228
C: -5.07833 -1.13565 -3.14838  -0.1375
C: -3.74591 -1.44389 -2.88731  -0.0973
C: -3.09898 -0.95854 -1.76777  -0.0152
H: -5.78550 0.27974 3.13247  0.0218
H: -4.81305 -1.07721 2.56577  0.0284
H: -6.01322 -0.35050 1.49299  0.0120
H: -4.74429 3.26581 2.37440  0.0204
H: -5.55269 2.74362 0.88732  0.0103
H: -3.88250 3.33657 0.82816  0.0110
H: -3.15272 1.27312 4.03549  0.0368
H: -1.83857 1.78245 2.94503  0.0297
H: -2.17962 0.07171 3.16430  0.0327
H: -5.64530 0.85908 -0.47432  0.0760
H: -6.78157 -0.03918 -2.43997  0.0874
H: -5.57682 -1.51975 -4.03002  0.0794
H: -3.19605 -2.08494 -3.56740  0.0961
H: -2.07329 -1.23198 -1.55993  0.0935

What is the ΔE to the lowest compared entry with this formula, charge and spin in the second record?
0.0 kcal per mole

Among the records above, which one has the lowest calculated total energy?
C24H46NO6SSi4Ti

What is the formula in the first record?
C24H46N4O11P2